# 1
C18H46N6O12Zn as an isolated structure in a non-equilibrium geometry. Source: the Open Molecules 2025 dataset; level of theory: ωB97M-V/def2-TZVPD.

Output
Gap between HOMO and LUMO ... 4.59 eV
DFT total energy ... -101308.8319 eV
Lowest unoccupied orbital energy ... -2.800 eV

Geometry as ORCA input:
```
! RIJCOSX wB97M-V def2-TZVPD def2/J DEFGRID3
* xyz 0 1
Zn -2.417 -21.857 -11.195
O -2.226 -20.967 -12.705
C -1.444 -20.029 -11.953
C -1.162 -20.309 -10.391
O -2.037 -21.126 -9.630
H -2.056 -19.127 -11.954
H -0.573 -19.812 -12.572
H -0.785 -19.426 -9.875
H -0.262 -20.917 -10.310
C -2.824 -21.004 -7.101
C -2.700 -19.554 -7.510
O -2.877 -19.141 -8.837
O -1.979 -21.902 -7.772
H -3.865 -21.272 -7.284
H -2.753 -21.077 -6.016
H -1.827 -19.140 -7.006
H -3.511 -19.230 -6.858
H -2.218 -19.523 -9.420
H -2.219 -21.777 -8.693
C -0.679 -20.429 -14.727
C -2.052 -20.081 -15.287
O -2.729 -19.366 -14.266
O -0.672 -21.494 -13.868
H -0.281 -19.677 -14.046
H 0.099 -20.540 -15.483
H -2.649 -20.987 -15.395
H -2.133 -19.636 -16.279
H -2.571 -19.944 -13.516
H -1.166 -21.183 -13.105
O -5.662 -17.475 -11.099
C -4.986 -18.358 -10.573
N -4.641 -18.322 -9.275
C -4.323 -19.381 -11.446
H -4.134 -19.084 -8.849
H -5.212 -17.712 -8.707
H -3.354 -19.743 -11.102
H -4.078 -19.081 -12.465
H -5.048 -20.193 -11.403
O 3.328 -19.365 -9.356
C 2.203 -19.273 -9.851
N 1.319 -20.094 -9.496
C 1.872 -18.228 -10.861
H 1.669 -20.756 -8.818
H 0.359 -19.939 -9.766
H 2.813 -17.805 -11.213
H 1.418 -17.374 -10.359
H 1.310 -18.615 -11.711
O 2.378 -21.083 -7.987
C 1.518 -21.909 -7.739
N 1.627 -22.738 -6.712
C 0.350 -22.101 -8.601
H 2.230 -22.706 -5.903
H 1.029 -23.552 -6.700
H 0.352 -23.132 -8.954
H 0.457 -21.664 -9.593
H -0.538 -21.713 -8.101
O -1.116 -16.455 -10.993
C -1.572 -17.184 -10.184
N -2.805 -17.678 -10.218
C -0.611 -17.699 -9.097
H -3.143 -18.232 -9.445
H -3.526 -17.492 -10.900
H 0.247 -18.121 -9.622
H -1.000 -18.567 -8.565
H -0.355 -16.853 -8.460
O 0.589 -22.405 -13.325
C 1.254 -22.175 -12.361
N 0.751 -22.379 -11.165
C 2.687 -21.726 -12.425
H -0.237 -22.512 -11.005
H 1.489 -22.299 -10.479
H 2.976 -21.496 -13.451
H 3.429 -22.197 -11.780
H 2.796 -20.769 -11.914
O -1.069 -15.730 -13.702
C -1.625 -16.814 -13.824
N -1.382 -17.568 -14.869
C -2.685 -17.238 -12.859
H -1.635 -18.544 -14.813
H -0.763 -17.233 -15.594
H -3.602 -16.716 -13.129
H -2.401 -16.894 -11.865
H -2.894 -18.300 -12.991
*
```

# 2
A 11-piece molecular cluster, C18H48BN2O18 overall in a non-equilibrium geometry. Source: the Open Molecules 2025 dataset; level of theory: ωB97M-V/def2-TZVPD.

Output
Gap between HOMO and LUMO (alpha / beta) ... 3.82 / 7.73 eV
⟨S²⟩ ... 0.753
DFT total energy ... -59959.5093 eV
Lowest unoccupied orbital energy (alpha / beta) ... 4.214 / 4.212 eV

Geometry as ORCA input:
```
! RIJCOSX wB97M-V def2-TZVPD def2/J DEFGRID3
* xyz -2 2
O -12.811 14.632 9.721
C -13.286 13.673 10.341
O -14.196 12.854 9.882
B -14.509 11.896 10.990
O -13.500 12.164 12.053
C -12.819 13.279 11.704
O -11.900 13.825 12.329
O -14.420 10.437 10.672
C -15.435 9.740 11.124
O -15.545 8.484 11.038
C -16.440 10.739 11.646
O -15.880 12.020 11.525
O -17.564 10.520 12.089
C -16.705 10.371 7.437
O -17.350 11.497 6.993
H -17.443 9.611 7.696
H -16.234 9.729 6.691
H -15.961 10.528 8.217
H -16.864 11.868 6.253
C -10.198 16.415 8.546
O -9.379 16.433 7.400
H -11.209 16.512 8.152
H -10.203 15.440 9.032
H -9.969 17.139 9.328
H -8.690 15.811 7.642
C -13.825 12.482 6.710
O -13.410 11.393 7.507
H -14.769 12.908 7.051
H -13.062 13.258 6.669
H -13.948 12.182 5.669
H -13.712 11.616 8.391
C -13.806 6.276 8.693
O -14.150 6.685 7.326
H -14.338 6.759 9.512
H -14.023 5.240 8.954
H -12.739 6.432 8.857
H -13.650 7.475 7.107
C -12.774 16.932 12.427
O -13.183 17.088 11.085
H -12.871 15.898 12.756
H -11.722 17.197 12.537
H -13.437 17.580 13.001
H -13.172 16.206 10.706
C -20.252 11.187 14.680
O -18.864 11.100 15.082
H -20.743 11.988 15.232
H -20.260 11.464 13.625
H -20.637 10.168 14.699
H -18.274 10.815 14.379
C -10.983 11.251 14.533
O -9.531 11.372 14.728
H -11.424 12.243 14.427
H -11.272 10.654 13.668
H -11.517 10.678 15.291
H -9.163 11.866 13.992
C -8.418 14.114 13.158
O -8.322 12.944 13.000
N -9.511 14.823 13.203
N -7.432 14.879 13.357
H -10.419 14.432 12.996
H -9.476 15.712 13.681
H -6.565 14.418 13.593
H -7.532 15.851 13.612
C -16.273 13.824 14.093
C -16.138 15.267 13.591
C -16.195 15.419 12.050
O -17.131 16.089 14.253
H -16.192 13.912 15.176
H -15.412 13.206 13.841
H -17.079 13.262 13.620
H -15.153 15.678 13.809
H -15.822 16.385 11.711
H -17.225 15.455 11.694
H -15.643 14.653 11.504
H -17.976 15.896 13.841
C -9.530 11.059 8.559
C -9.400 11.714 9.969
C -10.313 11.107 11.013
O -8.058 11.616 10.463
H -8.962 11.445 7.713
H -10.596 10.903 8.391
H -9.133 10.045 8.609
H -9.665 12.762 9.829
H -11.381 11.129 10.794
H -10.132 11.637 11.948
H -10.011 10.088 11.254
H -8.109 12.011 11.336
*
```

# 3
A 3-piece molecular cluster, C18H48FNO10P3 overall in a non-equilibrium geometry. Source: the Open Molecules 2025 dataset; level of theory: ωB97M-V/def2-TZVPD.

Output
Gap between HOMO and LUMO ... 2.07 eV
DFT total energy ... -71987.1162 eV
Lowest unoccupied orbital energy ... -1.394 eV
ΔE to the lowest compared entry with this formula, charge and spin ... 666.7 kJ/mol

Geometry as ORCA input:
```
! RIJCOSX wB97M-V def2-TZVPD def2/J DEFGRID3
* xyz -1 1
C -3.074 1.871 -3.786
O -2.623 0.740 -3.027
C -1.717 -0.039 -3.812
C -1.687 -1.562 -3.339
C -1.039 -1.649 -1.900
C -1.374 -3.046 -1.193
C -1.244 -2.845 0.372
C 0.144 -3.381 0.975
C 1.410 -2.745 0.268
P 2.981 -2.698 1.368
F 3.017 -4.453 1.270
C 4.444 -2.848 2.634
C 4.386 -1.725 3.755
N 4.803 -0.380 3.278
C 4.158 -2.481 -0.125
C 3.585 -1.568 -1.296
O 4.720 -1.143 -2.108
H -2.314 2.700 -3.843
H -3.973 2.285 -3.259
H -3.361 1.612 -4.840
H -2.035 -0.070 -4.901
H -0.661 0.350 -3.763
H -1.034 -2.126 -4.058
H -2.739 -1.956 -3.395
H 0.081 -1.573 -1.986
H -1.460 -0.839 -1.239
H -0.778 -3.901 -1.603
H -2.466 -3.259 -1.419
H -2.032 -3.509 0.854
H -1.481 -1.803 0.726
H 0.085 -3.191 2.080
H 0.151 -4.492 0.803
H 1.602 -3.380 -0.654
H 1.093 -1.706 -0.064
H 2.103 -2.724 2.542
H 2.953 -1.244 1.485
H 4.284 -3.825 3.188
H 5.450 -2.934 2.140
H 5.126 -2.031 4.563
H 3.369 -1.728 4.257
H 4.713 -0.282 2.269
H 4.209 0.290 3.771
H 4.460 -3.506 -0.504
H 5.132 -1.984 0.177
H 2.910 -2.164 -1.984
H 3.085 -0.641 -0.917
H 5.153 -1.941 -2.446
C -5.591 5.686 -5.973
O -4.657 5.927 -7.016
P -3.020 5.518 -6.719
O -3.304 4.206 -6.013
O -2.896 6.771 -5.652
C -3.153 8.089 -6.147
O -1.323 5.284 -6.667
C -0.458 6.395 -6.901
H -6.465 6.313 -6.163
H -5.902 4.642 -5.984
H -5.180 5.947 -4.997
H -4.118 8.432 -5.771
H -3.164 8.117 -7.240
H -2.371 8.758 -5.785
H -0.330 6.969 -5.981
H -0.847 7.041 -7.690
H 0.518 6.016 -7.207
C -1.070 -4.156 8.108
O -1.352 -3.002 7.333
P -0.037 -2.251 6.528
O 0.633 -3.533 6.075
O 0.577 -1.731 7.971
C -0.253 -0.889 8.774
O 1.061 -1.256 5.666
C 1.133 0.130 5.996
H -1.889 -4.284 8.820
H -1.025 -5.035 7.465
H -0.138 -4.048 8.665
H -0.621 -1.458 9.630
H -1.104 -0.500 8.210
H 0.344 -0.049 9.135
H 1.791 0.275 6.857
H 0.144 0.539 6.211
H 1.558 0.666 5.147
*
```

# 4
A 7-piece molecular cluster, C18H48N3O9 overall in a non-equilibrium geometry. Source: the Open Molecules 2025 dataset; level of theory: ωB97M-V/def2-TZVPD.

Output
Gap between HOMO and LUMO ... 7.49 eV
DFT total energy ... -42320.8438 eV
Lowest unoccupied orbital energy ... -3.967 eV
ΔE to the lowest compared entry with this formula, charge and spin ... 184.3 kJ/mol

Geometry as ORCA input:
```
! RIJCOSX wB97M-V def2-TZVPD def2/J DEFGRID3
* xyz 1 1
C -1.727 0.543 3.672
C -0.786 -0.627 3.844
O -0.368 -0.902 4.931
N -0.561 -1.537 2.626
H -1.440 -1.885 2.096
H -0.224 -0.897 1.779
C 0.269 -2.661 2.879
H -2.647 0.465 4.099
H -1.959 0.657 2.610
H -1.308 1.543 3.958
H 0.250 -3.608 2.139
H 0.111 -3.200 3.631
H 1.268 -2.229 3.256
C -5.251 0.815 -1.321
C -4.716 -0.550 -1.549
O -5.423 -1.482 -2.052
N -3.227 -0.801 -1.403
H -2.646 -0.060 -1.364
H -3.015 -1.150 -0.500
C -2.474 -1.739 -2.188
H -5.517 1.417 -2.255
H -4.463 1.468 -0.971
H -6.144 0.481 -0.824
H -2.370 -1.387 -3.062
H -2.848 -2.905 -2.256
H -1.353 -1.962 -1.766
N -0.382 0.577 0.122
O 0.348 0.996 0.980
O -1.457 1.099 -0.182
O -0.325 -0.663 -0.094
C 2.253 1.780 -4.278
C 1.165 2.558 -3.704
C 0.829 2.330 -2.256
O 1.304 3.877 -4.022
H 2.099 0.741 -4.188
H 3.202 2.099 -3.798
H 2.530 1.956 -5.403
H 0.163 2.455 -4.426
H -0.088 2.985 -2.111
H 1.496 2.924 -1.636
H 0.633 1.312 -2.074
H 0.478 4.256 -3.659
C -2.204 4.882 0.262
C -0.880 4.539 0.963
C -0.448 5.501 2.147
O -1.048 3.303 1.542
H -2.185 5.758 -0.396
H -3.005 4.864 0.814
H -2.319 4.471 -0.697
H -0.025 4.725 0.188
H -0.706 6.542 1.759
H 0.487 5.794 2.634
H -1.102 5.428 2.962
H -0.585 2.666 1.175
C -0.130 -4.479 -1.049
C 1.159 -5.141 -1.156
C 2.103 -4.440 -2.108
O 1.703 -5.431 0.068
H -0.680 -4.337 -2.066
H -0.059 -3.466 -0.584
H -0.808 -5.090 -0.614
H 1.046 -6.175 -1.610
H 2.421 -3.505 -1.514
H 1.484 -4.207 -3.052
H 2.982 -5.022 -2.297
H 0.867 -6.050 0.423
C 4.952 -0.892 2.784
C 3.729 -0.327 2.005
C 3.461 -1.447 0.925
O 2.653 -0.087 2.923
H 5.212 -0.047 3.462
H 5.708 -1.036 2.083
H 4.783 -1.876 3.178
H 3.967 0.608 1.422
H 2.518 -1.112 0.337
H 2.961 -2.293 1.174
H 4.416 -1.904 0.213
H 1.891 0.199 2.412
*
```

# 5
A 6-piece molecular cluster, C18H48O18S6 overall in a non-equilibrium geometry. Source: the Open Molecules 2025 dataset; level of theory: ωB97M-V/def2-TZVPD.

Output
Gap between HOMO and LUMO (alpha / beta) ... 10.59 / 3.25 eV
⟨S²⟩ ... 0.755
DFT total energy ... -121295.1011 eV
Lowest unoccupied orbital energy (alpha / beta) ... -2.422 / -9.762 eV
ΔE to the lowest compared entry with this formula, charge and spin ... 0.0 kJ/mol

Geometry as ORCA input:
```
! RIJCOSX wB97M-V def2-TZVPD def2/J DEFGRID3
* xyz 1 2
O -3.949 -11.022 -8.770
S -3.275 -10.288 -9.833
O -1.828 -10.045 -9.732
O -3.561 -10.850 -11.366
C -4.776 -11.239 -11.897
C -5.911 -11.883 -10.965
C -4.052 -8.689 -10.119
H -4.506 -11.924 -12.701
H -5.174 -10.355 -12.397
H -6.254 -11.279 -10.125
H -5.515 -12.809 -10.547
H -6.772 -12.144 -11.580
H -5.134 -8.756 -10.225
H -3.671 -8.221 -11.027
H -3.746 -8.080 -9.268
O -7.140 -18.980 -7.406
S -6.101 -17.942 -7.392
O -4.980 -17.954 -8.345
O -6.840 -16.440 -7.541
C -6.048 -15.273 -7.750
C -6.989 -14.088 -7.471
C -5.485 -17.801 -5.652
H -5.739 -15.323 -8.794
H -5.182 -15.228 -7.090
H -8.039 -14.256 -7.712
H -6.480 -13.193 -7.828
H -7.146 -13.886 -6.412
H -4.478 -17.385 -5.667
H -5.272 -18.806 -5.289
H -6.233 -17.302 -5.034
O -8.612 -10.399 -14.869
S -7.451 -9.581 -14.587
O -6.119 -10.134 -14.742
O -7.549 -8.173 -15.505
C -8.893 -7.690 -15.743
C -8.829 -6.305 -16.446
C -7.667 -8.755 -12.885
H -9.358 -7.615 -14.760
H -9.419 -8.410 -16.370
H -8.074 -6.272 -17.232
H -8.393 -5.582 -15.758
H -9.823 -5.926 -16.685
H -7.252 -9.512 -12.219
H -8.715 -8.629 -12.611
H -7.010 -7.895 -13.013
O -5.752 -7.928 -7.756
S -7.180 -8.155 -7.950
O -7.823 -7.575 -9.106
O -7.568 -9.809 -7.871
C -8.931 -10.107 -8.317
C -9.113 -11.628 -8.355
C -8.140 -7.644 -6.471
H -8.960 -9.676 -9.318
H -9.646 -9.592 -7.677
H -8.229 -12.016 -8.860
H -9.960 -12.070 -8.881
H -9.076 -12.040 -7.347
H -7.760 -8.199 -5.613
H -9.166 -7.869 -6.758
H -8.044 -6.563 -6.362
O -1.511 -7.032 -9.944
S -0.271 -6.715 -10.698
O -0.230 -5.398 -11.311
O 1.036 -7.008 -9.672
C 0.847 -8.129 -8.836
C 2.108 -8.499 -8.067
C 0.078 -7.955 -12.043
H 0.580 -8.937 -9.517
H 0.010 -7.975 -8.155
H 2.965 -8.555 -8.738
H 1.982 -9.429 -7.513
H 2.384 -7.830 -7.252
H 1.142 -7.867 -12.267
H -0.459 -7.660 -12.944
H -0.194 -8.934 -11.649
O -4.611 -7.977 -13.868
S -3.627 -7.480 -14.821
O -3.184 -6.110 -14.806
O -2.211 -8.292 -14.652
C -2.260 -9.591 -14.207
C -0.948 -10.339 -14.766
C -4.039 -7.992 -16.535
H -3.149 -10.111 -14.564
H -2.275 -9.574 -13.117
H -0.060 -9.803 -14.430
H -0.868 -10.402 -15.851
H -0.899 -11.373 -14.422
H -3.275 -7.643 -17.229
H -5.040 -7.619 -16.752
H -4.128 -9.078 -16.557
*
```

# 6
A 6-piece molecular cluster, C18H48O6 overall in a non-equilibrium geometry. Source: the Open Molecules 2025 dataset; level of theory: ωB97M-V/def2-TZVPD.

Output
Gap between HOMO and LUMO (alpha / beta) ... 9.66 / 2.51 eV
⟨S²⟩ ... 0.756
DFT total energy ... -31717.3149 eV
Lowest unoccupied orbital energy (alpha / beta) ... -2.251 / -9.402 eV
ΔE to the lowest compared entry with this formula, charge and spin ... 129.8 kJ/mol

Geometry as ORCA input:
```
! RIJCOSX wB97M-V def2-TZVPD def2/J DEFGRID3
* xyz 1 2
C 6.307 -10.149 24.604
C 5.515 -10.657 23.504
C 5.630 -9.820 22.262
O 5.951 -11.942 23.241
H 7.320 -9.901 24.285
H 6.347 -10.804 25.475
H 5.986 -9.140 24.863
H 4.469 -10.656 23.809
H 5.132 -10.371 21.464
H 6.649 -9.640 21.919
H 5.056 -8.912 22.448
H 5.373 -12.334 22.582
C 6.173 -4.099 23.187
C 7.559 -3.993 22.493
C 8.704 -3.403 23.414
O 7.916 -5.416 22.218
H 6.038 -4.817 23.996
H 5.398 -4.493 22.530
H 5.904 -3.110 23.559
H 7.531 -3.441 21.554
H 8.718 -3.939 24.363
H 8.584 -2.355 23.692
H 9.697 -3.576 23.000
H 7.616 -5.743 21.366
C 14.586 -9.958 22.816
C 13.120 -9.585 22.984
C 12.239 -10.793 23.333
O 13.020 -8.659 24.042
H 15.196 -9.101 22.531
H 14.677 -10.694 22.018
H 15.001 -10.362 23.739
H 12.814 -9.204 22.010
H 12.618 -11.695 22.852
H 11.239 -10.593 22.949
H 12.225 -11.074 24.386
H 12.094 -8.423 24.132
C 10.120 -8.850 25.208
C 10.430 -7.426 25.604
C 9.106 -6.578 25.562
O 10.761 -7.407 27.021
H 9.771 -8.699 24.186
H 9.364 -9.299 25.852
H 11.042 -9.429 25.256
H 11.203 -7.003 24.962
H 8.387 -6.754 26.362
H 8.539 -6.465 24.638
H 9.368 -5.545 25.788
H 10.909 -6.477 27.208
C 12.339 -3.879 25.149
C 12.515 -3.449 26.648
C 12.650 -1.944 26.990
O 11.514 -4.055 27.406
H 13.359 -3.831 24.769
H 11.908 -3.086 24.537
H 11.912 -4.867 24.976
H 13.418 -3.871 27.089
H 13.641 -1.733 26.588
H 12.611 -1.989 28.079
H 11.798 -1.344 26.671
H 11.436 -3.578 28.236
C 8.474 -12.510 27.875
C 8.968 -13.284 26.672
C 10.453 -12.896 26.359
O 9.118 -14.698 26.931
H 8.481 -11.423 27.800
H 9.144 -12.753 28.700
H 7.476 -12.795 28.207
H 8.251 -13.132 25.865
H 10.803 -13.294 25.406
H 10.976 -13.214 27.260
H 10.524 -11.809 26.393
H 9.481 -14.779 27.816
*
```